Record 1
{
  "formula": "C2H8NS",
  "method": "the ωB97M-V functional and the def2-TZVPD basis",
  "elements": ["S", "H", "C", "N", "C", "H", "H", "H", "H", "H", "H", "H"],
  "xyz": [[-0.9456, 3.3365, -0.6364], [-0.9432, 2.1434, -1.2806], [-0.3535, -1.2007, -0.7681], [-0.3478, -0.6263, 0.5153], [0.9229, 0.0094, 1.1073], [-0.8669, -2.1450, -0.6414], [0.7031, -1.1060, -1.2691], [-0.9743, -0.7590, -1.5619], [-1.0756, 0.0090, 0.7034], [0.7141, 1.0015, 1.5269], [1.4197, -0.7619, 1.9194], [1.7473, 0.0991, 0.3854]],
  "forces_ev_per_a": [[-0.084, -0.117, -0.112], [0.085, 0.261, 0.178], [1.317, -0.142, -1.911], [2.624, 1.878, 2.626], [-0.083, -2.918, 0.467], [0.771, -1.261, -0.703], [-1.763, -0.990, 0.948], [-0.175, 0.841, 0.314], [-0.887, 0.773, -0.174], [-0.030, -0.351, 0.020], [-1.280, 1.873, -1.467], [-0.495, 0.155, -0.187]],
  "multiplicity": 2,
  "charge": -2,
  "homo_lumo_gap_ha": [0.0988, 0.2568],
  "max_force_ev_per_a": 4.16,
  "e_tot_ha": -533.75974,
  "s_squared": 0.751
}


Record 2
{
  "formula": "C3H3FHgO3",
  "method": "the ωB97M-V functional and the def2-TZVPD basis",
  "elements": ["H", "C", "C", "H", "F", "H", "O", "O", "O", "C", "Hg"],
  "xyz": [[1.2882, 1.2771, -1.7050], [1.2021, 0.4989, -0.9260], [2.3032, 0.3578, 0.0533], [2.6685, -0.2170, -1.0224], [2.2354, -0.6676, 0.9609], [2.7766, 1.2759, 0.4189], [0.3567, 0.6432, 0.0161], [-5.1131, -1.0865, 0.0255], [-2.8951, -0.6388, 0.5164], [-4.0134, -0.8423, 0.2682], [-0.8089, -0.6007, 1.3942]],
  "forces_ev_per_a": [[-0.526, -1.444, -1.080], [-0.079, 5.554, 8.555], [4.727, -3.766, -6.267], [2.739, 0.225, 2.257], [-0.906, 1.143, -0.161], [0.309, -0.521, -0.581], [-5.605, -0.531, -3.475], [0.875, 0.356, 0.179], [-0.429, 0.330, -0.437], [-1.832, -0.697, -0.348], [0.727, -0.649, 1.358]],
  "multiplicity": 2,
  "charge": 1,
  "homo_lumo_gap_ha": [0.2754, 0.2489],
  "max_force_ev_per_a": 10.20,
  "e_tot_ha": -594.64119,
  "s_squared": 0.752
}


Record 3
{
  "formula": "C32H43Cl2N2OP3Sn",
  "method": "the ωB97M-V functional and the def2-TZVPD basis",
  "elements": ["P", "C", "C", "H", "C", "H", "C", "H", "C", "H", "C", "H", "C", "C", "H", "C", "H", "C", "H", "C", "H", "C", "H", "C", "C", "H", "C", "H", "C", "H", "C", "H", "C", "H", "Sn", "C", "C", "H", "C", "O", "H", "C", "H", "C", "Cl", "Cl", "P", "C", "H", "H", "H", "C", "H", "H", "H", "C", "H", "H", "H", "P", "C", "C", "H", "H", "H", "H", "H", "H", "C", "H", "H", "H", "H", "C", "N", "C", "C", "N", "H", "H", "H", "H", "H", "H"],
  "xyz": [[-0.3145, -2.4349, -4.8998], [-1.4046, -3.7169, -4.5177], [-2.4051, -3.8186, -5.5103], [-2.5420, -2.9858, -6.2054], [-3.1433, -4.9825, -5.5811], [-3.8749, -5.0841, -6.3762], [-2.9302, -6.0079, -4.6519], [-3.5078, -6.9243, -4.7348], [-1.9885, -5.8687, -3.6284], [-1.8410, -6.6693, -2.9027], [-1.2221, -4.7136, -3.5284], [-0.4906, -4.5590, -2.7350], [-1.0090, -0.9330, -5.4632], [-2.2544, -0.4088, -5.0486], [-2.7973, -0.8788, -4.2253], [-2.7607, 0.6999, -5.7082], [-3.7227, 1.1127, -5.4025], [-2.0632, 1.2633, -6.7784], [-2.4896, 2.1016, -7.3249], [-0.8273, 0.7456, -7.1724], [-0.2897, 1.1625, -8.0193], [-0.2702, -0.3230, -6.5007], [0.6989, -0.7447, -6.7784], [1.3829, -2.7506, -5.0507], [1.4864, -3.5935, -6.1828], [0.5615, -3.9222, -6.6698], [2.7389, -3.9588, -6.6263], [2.8073, -4.5861, -7.5099], [3.8803, -3.5206, -5.9455], [4.8596, -3.8146, -6.3162], [3.7726, -2.7230, -4.8041], [4.6697, -2.3950, -4.2775], [2.5227, -2.3367, -4.3238], [2.4079, -1.7686, -3.3982], [0.0665, -0.1335, 0.1070], [0.6463, 1.8586, -0.8565], [0.6780, 2.1405, -2.1537], [0.8728, 2.5338, -0.0370], [0.3884, 0.9884, -3.1569], [1.6391, 0.8114, -3.8791], [1.5923, -0.0306, -4.3687], [-0.0478, -0.3593, -2.6345], [-0.3650, 1.3682, -3.9088], [-0.0865, -1.1023, -1.5747], [0.2261, 0.8555, 2.1331], [-0.8592, -2.3815, 0.9153], [-2.5096, 0.5038, -0.0473], [-3.1797, 0.3890, 1.6336], [-2.8302, 1.2383, 2.2328], [-2.8481, -0.5473, 2.0994], [-4.2749, 0.4029, 1.5567], [-2.8306, 2.2008, -0.5840], [-2.5285, 2.3308, -1.6323], [-2.2610, 2.9036, 0.0382], [-3.9064, 2.4019, -0.4837], [-3.5473, -0.5551, -1.0755], [-3.2285, -1.6007, -0.9730], [-3.4788, -0.2465, -2.1275], [-4.5806, -0.4436, -0.7172], [1.1570, 3.7508, -2.9272], [1.0019, 5.0310, -1.6952], [0.0025, 3.9671, -4.2853], [1.6451, 4.8036, -0.8361], [-0.0400, 5.1146, -1.3597], [1.3147, 5.9800, -2.1494], [0.1196, 3.1680, -5.0273], [0.1988, 4.9332, -4.7660], [-1.0275, 3.9531, -3.9066], [2.8269, 3.5715, -3.5430], [3.4884, 3.3005, -2.7116], [3.1534, 4.5188, -3.9886], [2.8445, 2.7624, -4.2822], [-0.3100, -2.1270, -1.5701], [4.2599, -2.5167, 2.2639], [3.8180, -1.1612, 1.9396], [4.4090, -0.0407, 2.6806], [2.9233, -0.9879, 1.0324], [2.1533, -0.9298, 0.1334], [5.0272, -2.4328, 3.0327], [4.6747, -3.0083, 1.3740], [3.4222, -3.1216, 2.6381], [3.9848, 0.9039, 2.3231], [4.1995, -0.1594, 3.7505], [5.4942, -0.0451, 2.5283]],
  "forces_ev_per_a": [[-0.297, 1.833, 3.080], [-0.574, -0.589, -0.110], [0.175, -0.275, 0.396], [-0.052, -0.482, 0.046], [-0.275, -0.096, 0.073], [0.003, -0.134, 0.183], [0.076, 0.185, -0.161], [0.113, 0.132, 0.050], [0.012, 0.057, 0.224], [-0.131, 0.228, -0.200], [-0.017, 0.422, -0.743], [-0.112, -0.225, -0.247], [-0.009, 0.522, -1.086], [0.504, -0.399, -0.128], [0.151, 0.105, -0.307], [-0.091, 0.039, 0.001], [0.251, -0.090, -0.108], [0.115, 0.019, -0.133], [0.057, -0.163, 0.123], [0.028, 0.480, -0.069], [-0.153, 0.088, 0.119], [-0.483, -0.350, 0.432], [-0.316, 0.197, -0.120], [0.651, -0.741, -0.787], [0.491, 0.333, 0.450], [0.546, -0.026, -0.081], [0.322, -0.247, -0.199], [0.221, 0.059, 0.141], [-0.263, -0.003, -0.136], [-0.165, 0.083, 0.120], [-0.070, 0.071, 0.108], [-0.244, -0.170, -0.145], [-0.632, -0.219, -0.364], [0.079, -0.080, -0.307], [-0.709, 1.346, 1.672], [0.029, -0.524, 0.617], [-0.090, -0.689, -0.130], [0.077, 0.621, -0.347], [-0.085, 0.215, -1.122], [-0.417, -0.248, 0.041], [-0.046, 0.458, 0.172], [0.701, 0.042, -0.498], [0.379, -0.564, 0.715], [-0.206, -0.101, -4.715], [0.283, 0.554, 1.691], [0.073, 0.316, 0.517], [0.704, -0.034, 0.703], [-0.372, 0.033, -0.093], [-0.084, -0.230, -0.140], [-0.070, 0.214, -0.145], [0.190, 0.035, 0.260], [-0.368, 0.223, -0.117], [-0.082, -0.049, 0.241], [-0.173, -0.197, -0.113], [0.261, 0.164, -0.084], [-0.268, -0.101, -0.096], [-0.094, 0.266, 0.019], [-0.029, -0.092, 0.293], [0.177, -0.143, -0.288], [-0.577, -2.123, 0.572], [0.028, 0.374, -0.037], [-0.015, 0.502, -0.194], [-0.128, 0.050, -0.237], [0.267, -0.069, -0.117], [-0.056, -0.122, 0.218], [0.107, 0.164, 0.200], [-0.134, -0.175, -0.011], [0.255, 0.046, -0.032], [0.219, 0.383, -0.107], [-0.153, 0.104, -0.151], [0.060, -0.198, 0.048], [-0.067, 0.246, 0.196], [-0.221, -1.283, 0.068], [-0.164, -0.726, -0.052], [0.066, 0.256, 0.207], [0.081, 0.275, 0.068], [-1.089, -0.179, -1.627], [1.825, 0.242, 1.823], [-0.091, -0.089, -0.102], [-0.021, 0.171, 0.273], [0.270, 0.217, -0.019], [0.111, -0.265, 0.127], [-0.031, 0.063, -0.274], [-0.229, 0.057, -0.011]],
  "charge": 2,
  "homo_lumo_gap_ha": [0.2009, 0.2561],
  "max_force_ev_per_a": 4.72,
  "e_tot_ha": -3588.01718
}


Record 4
{
  "formula": "C14H20Cl19F6NO4P",
  "method": "the ωB97M-V functional and the def2-TZVPD basis",
  "elements": ["O", "C", "O", "C", "F", "F", "C", "F", "F", "C", "F", "F", "C", "O", "N", "P", "O", "Cl", "H", "H", "C", "Cl", "Cl", "H", "H", "C", "Cl", "Cl", "H", "H", "C", "Cl", "Cl", "H", "H", "C", "Cl", "Cl", "H", "H", "C", "Cl", "Cl", "H", "H", "C", "Cl", "Cl", "H", "H", "C", "Cl", "Cl", "H", "H", "C", "Cl", "Cl", "H", "H", "C", "Cl", "Cl", "H", "H"],
  "xyz": [[1.0807, -3.5196, 0.7512], [1.5789, -3.8050, -0.4531], [2.3078, -5.1073, -0.5716], [1.4305, -2.9250, -1.8232], [0.0059, -3.1040, -2.2908], [2.2663, -3.5937, -2.8847], [1.7090, -1.3208, -1.6725], [1.8050, -0.8155, -0.2853], [0.5279, -0.6311, -2.3152], [3.0416, -0.7697, -2.4732], [2.8824, -0.9300, -3.9669], [4.2983, -1.4521, -1.9861], [3.2898, 0.8706, -2.2603], [4.5971, 1.2451, -2.3337], [2.1830, 1.8810, -2.0562], [2.4357, 2.8908, -0.6099], [0.9097, 2.8639, 0.2705], [3.8558, 2.0746, 0.7404], [3.2703, -4.9369, -0.7914], [0.9232, 2.0245, 0.8262], [3.1363, -0.3686, 4.0155], [2.8117, -0.1422, 2.2926], [4.5870, 0.5120, 4.5106], [2.2829, 0.0003, 4.5898], [3.2816, -1.4334, 4.2133], [-2.6150, -1.2186, -1.2146], [-4.2788, -1.6286, -1.6488], [-2.4380, 0.5194, -0.9440], [-2.3448, -1.7505, -0.2991], [-1.9502, -1.5217, -2.0272], [1.8570, 6.3883, 1.1125], [2.4178, 6.9532, 2.6909], [1.9294, 4.6252, 1.0053], [0.8235, 6.7115, 0.9656], [2.4921, 6.8185, 0.3343], [5.4652, 0.7728, 8.4195], [3.8013, 0.3627, 7.9853], [5.6421, 2.5108, 8.6901], [5.7353, 0.2409, 9.3350], [6.1299, 0.4697, 7.6069], [-1.6035, 2.3453, -3.9619], [-1.2193, 2.0273, -5.6578], [-0.5695, 3.6189, -3.3033], [-2.6473, 2.6599, -3.8866], [-1.4517, 1.4298, -3.3850], [-4.1416, 2.8513, -8.2218], [-4.9227, 4.0437, -7.1762], [-5.3271, 1.7346, -8.9094], [-3.6300, 3.3720, -9.0349], [-3.4168, 2.2830, -7.6339], [2.5604, 4.4736, 8.6668], [2.2785, 5.1321, 7.0507], [2.2361, 5.6849, 9.9128], [1.8994, 3.6174, 8.8224], [3.6025, 4.1539, 8.7440], [-7.0193, -3.8777, -0.5833], [-7.8004, -2.6853, 0.4623], [-8.2048, -4.9943, -1.2709], [-6.5077, -3.3569, -1.3965], [-6.2945, -4.4459, 0.0046], [-6.3024, -8.0367, -2.8610], [-5.9182, -8.3547, -4.5569], [-5.2684, -6.7631, -2.2024], [-7.3462, -7.7221, -2.7857], [-6.1506, -8.9522, -2.2840]],
  "forces_ev_per_a": [[2.916, -1.413, -8.747], [-0.884, -1.033, 6.506], [-0.638, 3.763, -0.092], [-1.485, -1.871, -1.462], [4.203, 0.337, 1.469], [-2.501, 2.536, 3.408], [-0.911, 2.589, -0.654], [-0.473, -2.200, -4.348], [3.604, -2.278, 2.131], [1.471, 1.227, -1.134], [0.403, -0.385, 4.448], [-4.195, 1.238, -1.606], [3.662, 4.947, 0.545], [-7.164, -2.948, 0.268], [3.546, -4.121, 2.052], [-0.505, -1.181, -5.067], [0.910, -4.869, -0.313], [-0.018, -0.017, -0.378], [-1.549, 0.007, -0.023], [-0.426, 1.096, -1.012], [-0.468, -0.356, -0.018], [-0.243, -0.704, 0.853], [0.141, 0.039, 0.048], [0.279, 0.025, -0.158], [0.078, 0.302, -0.069], [0.520, -0.099, 0.056], [-0.134, -0.128, -0.051], [0.076, -0.115, 0.072], [-0.157, 0.200, -0.203], [-0.237, 0.162, 0.173], [0.421, -0.084, -0.230], [0.096, 0.477, 0.344], [-0.488, 5.044, 2.781], [0.237, -0.176, 0.161], [-0.055, -0.040, 0.236], [0.192, -0.324, -0.034], [0.024, -0.084, 0.144], [0.230, -0.050, 0.036], [-0.172, 0.227, -0.194], [-0.266, 0.184, 0.101], [-0.148, 0.029, 0.516], [-0.071, -0.120, -0.225], [-0.211, -0.107, -0.010], [0.294, -0.023, -0.125], [0.151, 0.279, -0.225], [0.436, -0.005, -0.023], [0.106, 0.030, 0.012], [0.041, -0.071, -0.085], [-0.264, -0.098, 0.199], [-0.286, 0.138, -0.054], [0.141, -0.348, -0.124], [0.040, -0.132, 0.020], [0.002, -0.013, 0.172], [0.105, 0.303, -0.046], [-0.373, 0.220, -0.040], [0.436, 0.053, -0.054], [0.099, 0.006, -0.004], [-0.085, -0.064, -0.050], [-0.259, -0.145, 0.210], [-0.285, 0.113, -0.121], [-0.263, -0.122, 0.225], [-0.082, -0.079, 0.007], [0.034, -0.082, 0.061], [0.313, 0.050, -0.077], [0.088, 0.265, -0.197]],
  "charge": -1,
  "homo_lumo_gap_ha": 0.1799,
  "max_force_ev_per_a": 9.33,
  "e_tot_ha": -10585.15657
}


Question: Number 4 is which compound?
Answer: C14H20Cl19F6NO4P


Question: Which of these has the highest charge?
Answer: C32H43Cl2N2OP3Sn